Entry 1:
Here is a gas-phase ion, C5H10N3 (charge +1) at a distorted geometry from the OMol25 dataset. Energies are from ωB97M-V/def2-TZVPD.

Computed properties:
DFT total energy (eV): -9811.13341
LUMO level (eV): -3.051
Frontier orbital gap (eV): 9.68
Highest occupied orbital energy (eV): -12.7337
Net charge: +1
ΔE to the lowest compared entry with this formula, charge and spin (kJ/mol): 59.3

Each line ends with the Löwdin charge.
Atoms and positions in Å:
N: -0.620917 1.633348 -1.390168  0.157
C: 0.625448 1.713710 -0.553672  -0.129
C: 0.351041 1.027983 0.784766  -0.129
C: 0.175461 -0.448444 0.597664  -0.329
C: 0.849045 -1.506335 1.160690  0.013
N: 0.049990 -2.599322 0.773729  0.060
C: -0.957634 -2.168843 0.011250  -0.151
N: -0.958466 -0.836233 -0.075179  0.068
H: -0.928969 0.614278 -1.464347  0.151
H: -1.418686 2.037427 -0.861530  0.173
H: -0.607399 2.234130 -2.212503  0.167
H: 1.276798 1.078077 -1.153950  0.134
H: 1.051000 2.711451 -0.497977  0.134
H: 1.139596 1.231838 1.509763  0.129
H: -0.489524 1.424728 1.357980  0.128
H: 1.705324 -1.864564 1.709984  0.128
H: 0.484009 -3.510810 0.764129  0.161
H: -1.726125 -2.772419 -0.460624  0.135

Forces on the atoms, in the same order (eV/Å):
N -1.887 0.723 1.245
C 0.110 -1.096 -0.195
C 0.778 -0.068 0.551
C 0.322 0.879 1.325
C -1.738 -1.449 -1.100
N 1.218 0.264 -0.222
C -0.824 1.008 -0.465
N 0.579 -1.356 -0.160
H 0.485 0.756 -0.258
H 0.446 -0.231 -0.014
H 0.341 -0.701 -0.551
H 0.586 0.202 0.377
H -0.459 0.167 -0.055
H 0.504 -0.069 -0.434
H -0.452 0.183 -0.571
H 0.295 1.218 0.162
H -0.672 -0.277 0.127
H 0.369 -0.153 0.240

---

Entry 2:
Here is a molecular structure, C4H5Br2F3 at a distorted geometry from the OMol25 dataset. Energies are from ωB97M-V/def2-TZVPD.

Computed properties:
DFT total energy (eV): -152463.19894
LUMO level (alpha / beta) (eV): -0.470 / -0.156
Frontier orbital gap (alpha / beta) (eV): 8.26 / 8.33
Highest occupied orbital energy (alpha / beta) (eV): -8.7303 / -8.4842
Net charge: 0
ΔE to the lowest compared entry with this formula, charge and spin (kJ/mol): 148.2

Each line ends with the Löwdin charge.
Atoms and positions in Å:
C: 0.426765 -0.334009 0.605281  -0.172
C: -0.135459 0.986371 0.450914  -0.102
C: -2.434603 0.454709 -0.736988  -1.120
C: 0.345976 1.929358 -0.621483  -0.687
F: 1.643145 2.016840 -0.674694  0.179
F: -0.037623 1.426964 -1.797830  0.116
F: -0.170006 3.165354 -0.414084  0.124
Br: -2.244058 -1.433733 -0.673019  0.678
Br: -3.541396 1.270415 0.453672  0.697
H: 0.568236 -0.807960 -0.413214  0.084
H: 1.432480 -0.227528 1.276924  0.152
H: -0.210478 -1.071904 1.023127  0.007
H: -0.590773 1.428135 1.301470  0.091
H: -2.278593 0.782557 -1.697317  -0.047

Forces on the atoms, in the same order (eV/Å):
C 3.070 -0.511 -0.678
C -1.250 0.545 -0.678
C 1.607 -1.830 2.289
C -1.813 -1.198 1.685
F 1.968 0.531 -0.023
F -0.133 0.571 -1.253
F 0.155 -0.334 -0.616
Br -0.549 0.266 -0.142
Br -0.769 0.417 0.292
H 0.795 0.679 1.000
H -2.046 -0.636 -1.736
H -0.713 -0.215 1.171
H -0.362 0.569 0.512
H 0.040 1.145 -1.822

---

Entry 3:
Here is a molecular structure, C40H64N17O5PS at a distorted geometry from the OMol25 dataset. Energies are from ωB97M-V/def2-TZVPD.

Computed properties:
DFT total energy (eV): -98202.13925
LUMO level (eV): 0.200
Frontier orbital gap (eV): 7.30
Highest occupied orbital energy (eV): -7.1022
Net charge: 0

Each line ends with the Löwdin charge.
Atoms and positions in Å:
C: -0.091693 0.604060 1.623060  -0.143
C: -1.527221 0.301613 1.093672  -0.391
P: -2.051193 -1.453153 1.337507  0.939
C: -3.861744 -1.731781 1.002899  -0.381
C: -4.009964 -3.244957 0.675207  -0.191
O: -1.593161 -2.059774 2.888131  -0.557
S: -0.507928 -3.301692 2.728342  0.901
O: 0.274691 -3.360781 3.935453  -0.384
O: 0.471399 -2.677014 1.509075  -0.419
N: 1.252690 -3.714280 0.973948  -0.005
C: 1.772886 -3.174498 -0.290732  -0.427
C: 2.533454 -4.081336 -1.237523  0.001
O: 1.619118 -2.011823 -0.560486  0.114
C: 2.462455 -3.834719 1.832834  -0.441
C: 3.152594 -2.559866 2.294679  0.009
O: 2.898506 -4.914183 2.116321  0.122
H: 0.574361 0.664657 0.755389  0.067
H: 0.258893 -0.125998 2.357104  0.044
H: -0.110395 1.613350 2.051729  0.068
H: -1.525701 0.456652 0.007257  0.072
H: -2.295848 0.975548 1.495349  0.049
H: -4.105668 -1.152730 0.104993  0.033
H: -4.462603 -1.445502 1.874822  0.075
H: -4.884835 -3.338350 0.028467  0.042
H: -3.130981 -3.624889 0.139441  0.048
H: -4.095540 -3.808095 1.611190  0.047
H: 3.146196 -3.446225 -1.879269  0.070
H: 1.856439 -4.614163 -1.911595  0.071
H: 3.169214 -4.768579 -0.664662  0.084
H: 3.563609 -2.729148 3.292140  0.096
H: 3.920802 -2.329332 1.541432  0.102
H: 2.498628 -1.684273 2.344876  0.076
C: -5.379741 3.165024 1.576095  -0.167
C: -4.929328 2.140600 0.562441  -0.226
N: -4.587924 1.359753 -0.208374  0.120
H: -4.499360 3.525815 2.092078  0.059
H: -5.867502 3.966876 1.050760  0.056
H: -6.055786 2.687052 2.265744  0.069
C: 1.850845 -2.086183 -5.271012  -0.061
C: 2.235811 -3.356984 -4.656813  -0.254
N: 2.545185 -4.353134 -4.177369  0.138
H: 2.567895 -1.314233 -4.998230  0.068
H: 1.835699 -2.188427 -6.354344  0.083
H: 0.861246 -1.791341 -4.926647  0.080
C: 5.027714 0.817725 3.009992  -0.064
C: 4.045998 1.794039 2.533949  -0.277
N: 3.276851 2.558877 2.160934  0.133
H: 4.560923 -0.161165 3.102451  0.055
H: 5.855679 0.751613 2.306380  0.083
H: 5.411464 1.121535 3.982143  0.082
C: 6.172925 -2.121192 -5.893645  -0.072
C: 5.272488 -1.098692 -6.428500  -0.262
N: 4.563672 -0.301370 -6.852941  0.135
H: 5.620174 -3.045493 -5.728014  0.082
H: 6.977710 -2.308004 -6.597721  0.043
H: 6.601690 -1.787560 -4.951896  0.047
C: -3.851127 -1.455575 -3.228607  -0.057
C: -4.397067 -2.749995 -2.814631  -0.273
N: -4.827143 -3.759744 -2.479197  0.137
H: -2.890936 -1.600852 -3.720337  0.077
H: -4.536734 -0.970002 -3.920389  0.082
H: -3.713204 -0.815369 -2.357374  0.061
C: 10.455349 -2.639293 -8.266118  -0.058
C: 9.741684 -2.993109 -7.040281  -0.260
N: 9.182716 -3.275118 -6.077731  0.144
H: 11.486727 -2.983018 -8.200119  0.048
H: 9.975515 -3.109753 -9.122805  0.086
H: 10.447283 -1.559370 -8.402277  0.087
C: -5.645558 -6.426242 3.562602  -0.069
C: -6.285095 -5.131004 3.327234  -0.289
N: -6.783110 -4.115333 3.137450  0.131
H: -5.267319 -6.471848 4.582180  0.080
H: -6.367326 -7.227111 3.413880  0.080
H: -4.817348 -6.559929 2.868632  0.080
C: -6.726983 6.443969 4.746886  -0.053
C: -6.390432 5.438521 3.740012  -0.175
N: -6.122403 4.649998 2.946180  0.107
H: -5.820233 6.784445 5.244687  0.088
H: -7.214105 7.294065 4.272770  0.087
H: -7.399764 6.019453 5.485552  0.028
C: -9.881503 4.092497 7.579966  -0.083
C: -9.432039 5.449386 7.272002  -0.272
N: -9.079742 6.516162 7.033344  0.129
H: -9.436404 3.760668 8.513299  0.044
H: -10.965092 4.077186 7.678667  0.081
H: -9.587987 3.413067 6.780493  0.083
C: 1.616725 -8.033397 1.557172  -0.070
C: 1.071264 -8.827675 0.454405  -0.286
N: 0.644207 -9.450961 -0.409233  0.117
H: 2.188714 -7.194786 1.165963  0.056
H: 0.806128 -7.650098 2.173955  0.083
H: 2.268513 -8.652667 2.170881  0.082
C: -11.809959 6.457114 10.911385  -0.059
C: -10.792351 5.421443 10.729677  -0.255
N: -9.993721 4.610022 10.588554  0.144
H: -12.136821 6.475191 11.949300  0.083
H: -11.396391 7.429414 10.650160  0.085
H: -12.665975 6.250481 10.271675  0.082
C: -4.327584 7.226486 0.499497  -0.092
C: -3.776991 6.579281 1.692532  -0.280
N: -3.344775 6.074457 2.628557  0.133
H: -4.968274 8.045291 0.790722  0.038
H: -3.522055 7.605826 -0.120804  0.071
H: -4.910115 6.505974 -0.074530  0.083
C: -2.901241 11.096863 1.669927  -0.054
C: -3.760312 10.443911 0.681225  -0.248
N: -4.431882 9.926320 -0.092468  0.135
H: -2.371677 11.927380 1.207102  0.084
H: -3.506076 11.473624 2.492558  0.084
H: -2.176248 10.383273 2.058265  0.085
C: 9.565407 -1.625696 -2.899228  -0.075
C: 8.660216 -0.609629 -3.450886  -0.283
N: 7.958445 0.197921 -3.869594  0.133
H: 9.025961 -2.555468 -2.730653  0.079
H: 10.382284 -1.812007 -3.593316  0.072
H: 9.973526 -1.272155 -1.953901  0.079
C: 12.524362 -6.240168 -5.953445  -0.062
C: 12.999907 -4.931586 -6.404498  -0.272
N: 13.371455 -3.904139 -6.755865  0.132
H: 12.728176 -6.360785 -4.891278  0.084
H: 11.451789 -6.320603 -6.121729  0.081
H: 13.032753 -7.028229 -6.505757  0.083
C: 4.894740 3.130615 -8.107526  -0.079
C: 3.989156 4.145971 -8.648713  -0.289
N: 3.279300 4.941363 -9.073161  0.115
H: 4.353909 2.200658 -7.938093  0.049
H: 5.705575 2.946838 -8.810020  0.078
H: 5.313514 3.473729 -7.163344  0.081

Forces on the atoms, in the same order (eV/Å):
C -0.721 0.533 -0.525
C -0.474 0.257 1.218
P 0.748 -1.091 -2.890
C 0.809 -0.470 1.127
C -0.004 0.676 0.287
O 0.758 0.638 -0.257
S -1.244 -1.225 -0.329
O 0.131 0.636 -0.029
O -0.038 0.927 0.890
N 0.985 0.031 -0.299
C -0.051 0.776 -1.034
C 0.049 -0.070 0.901
O -0.290 -0.376 0.207
C 0.447 -0.182 0.833
C -0.536 0.326 -0.133
O -0.307 0.138 -0.498
H 0.129 -0.343 0.406
H 0.041 0.223 -0.137
H 0.190 -0.343 0.175
H -0.288 -0.387 0.204
H 0.397 0.114 0.031
H 0.145 0.292 0.449
H -0.323 0.082 -0.500
H 0.031 -0.472 0.366
H -0.237 0.174 0.002
H -0.246 -0.048 -0.284
H -0.072 -0.065 0.299
H 0.048 -0.119 0.455
H -0.223 -0.133 -0.336
H 0.190 -0.116 -0.321
H 0.040 -0.163 0.352
H -0.062 -0.309 -0.150
C 1.333 -2.551 -2.391
C -0.135 0.327 0.393
N 0.016 -0.004 -0.092
H 0.052 -0.020 -0.062
H 0.020 -0.165 -0.326
H -0.012 -0.243 -0.157
C 0.014 -0.100 0.088
C -0.056 0.115 -0.149
N 0.040 0.031 -0.298
H -0.014 0.017 -0.042
H 0.033 0.017 0.007
H 0.013 -0.025 0.028
C -0.100 0.103 -0.053
C 0.107 -0.124 0.052
N -0.001 -0.001 0.001
H -0.003 0.013 0.008
H -0.012 0.008 -0.002
H -0.011 0.000 -0.006
C -0.263 0.079 -0.064
C 0.115 -0.091 0.114
N -0.014 -0.006 -0.009
H 0.006 -0.003 -0.026
H 0.000 -0.012 0.026
H 0.001 0.080 -0.042
C -0.039 -0.136 0.095
C 0.051 0.155 -0.046
N 0.004 0.026 -0.120
H -0.006 -0.009 0.011
H -0.001 0.003 0.018
H -0.030 0.019 -0.016
C -0.020 -0.038 0.036
C 0.138 0.021 -0.124
N 0.101 -0.023 0.034
H 0.001 0.028 0.052
H -0.030 0.009 0.022
H -0.014 -0.006 0.025
C -0.055 0.138 -0.029
C 0.083 -0.153 0.008
N -0.014 0.028 0.031
H -0.002 0.004 -0.008
H 0.007 0.007 -0.006
H -0.012 0.007 -0.004
C 0.182 -0.137 -0.166
C -0.006 0.108 0.071
N -1.417 2.621 2.579
H 0.018 -0.022 -0.033
H -0.028 -0.018 0.017
H -0.015 0.063 0.000
C 0.129 -0.020 -0.226
C -0.083 -0.137 0.103
N -0.077 -0.042 0.053
H -0.020 0.037 0.010
H 0.009 -0.002 0.021
H -0.021 0.062 -0.050
C -0.048 -0.108 -0.174
C 0.055 0.080 0.148
N 0.007 -0.006 0.002
H -0.032 0.036 0.058
H 0.016 0.033 -0.013
H -0.007 0.002 -0.005
C 0.110 -0.087 -0.017
C -0.101 0.133 0.068
N -0.057 0.052 0.129
H 0.006 -0.010 -0.007
H 0.008 -0.016 -0.011
H 0.007 0.002 0.004
C 0.038 -0.767 0.279
C -0.002 0.014 -0.201
N 0.065 0.087 0.035
H -0.080 -0.060 0.005
H -0.025 0.018 -0.009
H 0.036 -0.036 0.025
C -0.067 -0.091 -0.094
C 0.077 0.226 0.033
N 0.079 0.659 -0.057
H -0.009 -0.008 -0.004
H -0.001 -0.005 -0.010
H -0.012 0.000 -0.002
C -0.134 0.204 -0.071
C 0.163 -0.103 0.091
N 0.066 -0.156 0.022
H -0.015 0.008 -0.048
H -0.043 -0.008 -0.037
H -0.014 0.009 -0.004
C 0.046 0.121 -0.054
C -0.053 -0.148 0.079
N -0.066 -0.010 -0.031
H -0.002 0.008 -0.008
H 0.004 0.019 0.012
H 0.003 0.012 0.004
C -0.152 0.078 -0.058
C 0.124 -0.109 0.061
N 0.003 -0.001 -0.004
H 0.041 -0.011 0.031
H -0.009 0.006 0.000
H -0.010 -0.013 -0.001